{"formula": "CH14O5S", "method": "ωB97M-V/def2-TZVPD", "symbols": ["C", "S", "H", "H", "H", "H", "H", "H", "O", "H", "H", "O", "H", "H", "O", "H", "H", "O", "H", "H", "O"], "xyz": [[-2.210074, 2.025569, 2.964103], [-3.039782, 1.747258, 1.369812], [-2.437519, 3.030387, 3.321005], [-1.158700, 1.770453, 2.890740], [-2.601847, 1.334567, 3.707841], [-2.148711, 2.452893, 0.678522], [5.761635, -3.169690, -0.853893], [4.875882, -2.884780, -2.033669], [5.643295, -2.538690, -1.569455], [-1.379352, -0.504165, 1.874540], [-1.368309, -1.249206, 0.567697], [-1.555223, -1.374310, 1.502799], [0.854849, 1.617982, -0.839369], [0.394252, 0.417285, 0.002795], [0.200026, 1.337404, -0.196642], [-0.600009, 1.151015, -5.259401], [-1.688528, 0.753632, -4.274902], [-0.739546, 0.714688, -4.414653], [1.052160, -2.440879, 0.926113], [0.769236, -2.241626, -0.526903], [1.376266, -1.949790, 0.162925]], "forces_ev_per_a": [[-0.440, -0.261, 0.230], [-0.018, -0.088, 0.261], [0.501, -0.060, -0.043], [0.222, 0.508, -0.066], [-0.336, -0.100, -0.126], [0.102, 0.064, -0.252], [0.125, 0.054, 0.117], [-0.069, 0.119, -0.120], [-0.054, -0.160, 0.007], [-0.177, 0.089, 0.018], [-0.179, 0.039, -0.053], [0.306, -0.216, 0.018], [0.105, -0.112, -0.074], [0.317, -0.131, -0.040], [-0.320, 0.146, 0.172], [0.032, 0.013, -0.039], [-0.095, 0.006, 0.054], [0.078, -0.022, 0.004], [0.059, 0.145, 0.240], [0.174, 0.043, -0.182], [-0.333, -0.076, -0.126]], "orbital_gap_ev": 9.319, "e_homo_ev": -8.939, "e_tot_ev": -22336.505, "smiles": "CS.O.O.O.O.O", "relative_energy_kcal_mol": 20.0}

=====

{"formula": "CH14O5S2", "method": "ωB97M-V/def2-TZVPD", "symbols": ["C", "S", "S", "H", "H", "H", "H", "H", "H", "O", "H", "H", "O", "H", "H", "O", "H", "H", "O", "H", "H", "O"], "xyz": [[0.367558, -0.009218, -2.181758], [1.770458, 0.926625, -2.740522], [2.174760, 2.289712, -1.368405], [-0.524432, 0.545407, -1.932834], [0.612761, -0.604904, -1.297063], [0.003953, -0.755580, -2.895596], [3.198017, 1.692462, -0.719909], [1.448605, -2.077119, -0.025146], [2.029044, -1.960484, 1.439448], [2.167151, -1.743527, 0.515335], [-0.436738, -3.271402, 1.155248], [-0.143716, -1.876285, 1.529080], [-0.657827, -2.374149, 0.878873], [-1.198966, 0.795686, 1.681227], [-0.402013, 0.539055, 2.965081], [-1.041539, 0.120057, 2.373201], [0.205628, 2.613959, 0.599315], [-0.991485, 2.142593, 0.037282], [-0.725908, 2.566186, 0.872369], [-2.269674, -0.067048, 0.345438], [-2.953041, -0.062415, -0.944015], [-2.632596, 0.570388, -0.286649]], "forces_ev_per_a": [[-0.712, -1.208, 1.175], [-0.027, -0.772, -1.830], [0.239, 0.867, 1.084], [-0.045, 0.685, 0.040], [0.100, 0.254, 0.007], [0.613, 0.301, -0.495], [-0.215, -0.076, 0.044], [-0.333, -0.228, 0.421], [-0.237, -0.200, -0.173], [0.837, 0.454, -0.211], [-0.370, -0.258, -0.317], [-0.559, 0.704, -0.086], [0.518, -0.421, 0.280], [0.402, 0.042, 0.734], [-0.263, 0.037, -0.211], [0.116, 0.052, -0.241], [0.246, 0.395, 0.778], [-1.057, 0.088, 0.255], [0.730, -0.498, -1.221], [0.025, 0.147, 0.296], [-0.167, 0.434, -0.232], [0.160, -0.799, -0.095]], "orbital_gap_ev": 9.364, "e_homo_ev": -9.148, "e_tot_ev": -33171.995, "smiles": "CSS.O.O.O.O.O", "relative_energy_kcal_mol": 22.8}

=====

{"formula": "CH14O6", "method": "ωB97M-V/def2-TZVPD", "symbols": ["C", "O", "H", "H", "H", "H", "H", "H", "O", "H", "H", "O", "H", "H", "O", "H", "H", "O", "H", "H", "O"], "xyz": [[-2.942287, 1.624026, 0.060272], [-1.608185, 1.235206, 0.245795], [-3.073867, 2.574195, -0.463482], [-3.353425, 1.850724, 1.050594], [-3.590250, 0.848784, -0.340074], [-1.318618, 0.819866, -0.576184], [-0.771044, -2.370801, -2.898622], [-0.302541, -2.096700, -1.527937], [-0.763303, -1.660591, -2.252747], [0.865742, -0.733372, 0.931872], [0.159220, -2.044828, 1.007130], [1.023721, -1.694486, 0.855531], [4.877553, -2.041506, 3.798958], [5.254686, -1.810865, 2.331495], [5.592316, -1.700770, 3.226939], [-1.739814, 1.279044, -3.297791], [-0.684593, 0.309065, -2.683783], [-0.912573, 1.244995, -2.818520], [0.469043, 1.832755, 1.323148], [1.695312, 1.378217, 0.649559], [1.122906, 1.157042, 1.377848]], "forces_ev_per_a": [[-0.842, 0.706, 1.148], [0.203, -0.319, -0.243], [0.261, -0.182, -0.539], [0.130, -0.196, 0.048], [0.109, -0.147, -0.379], [0.146, 0.294, -0.039], [-0.195, 0.100, -0.459], [0.212, 0.382, 0.421], [0.107, -0.353, 0.115], [0.306, -0.077, 0.181], [-0.815, -0.563, 0.319], [0.379, 0.658, -0.447], [0.525, 0.278, -0.445], [-0.008, 0.018, 0.061], [-0.536, -0.291, 0.376], [-0.161, -0.212, -0.105], [-0.275, 0.095, -0.320], [0.435, -0.074, 0.450], [-1.277, 0.639, 0.053], [0.595, 0.024, -0.385], [0.703, -0.782, 0.190]], "orbital_gap_ev": 10.783, "e_homo_ev": -10.474, "e_tot_ev": -13548.866, "smiles": "CO.O.O.O.O.O", "relative_energy_kcal_mol": 18.3}

=====

{"formula": "CH15NO6", "method": "ωB97M-V/def2-TZVPD", "symbols": ["N", "C", "O", "H", "H", "H", "H", "H", "H", "H", "O", "H", "H", "O", "H", "H", "O", "H", "H", "O", "H", "H", "O"], "xyz": [[-2.150403, -1.516982, 1.924631], [-0.941783, -1.241630, 2.617508], [0.060668, -0.389703, 2.069431], [-2.806001, -0.818655, 1.949231], [-1.995055, -1.846731, 0.983820], [-1.187352, -0.637372, 3.553299], [-0.345680, -2.091513, 2.852240], [-0.261597, 0.542161, 1.850541], [1.551765, 3.141619, 0.869891], [1.914528, 1.776379, 1.558286], [1.991385, 2.277894, 0.729689], [0.879954, -1.556901, -3.398967], [-0.109353, -2.240026, -2.537091], [-0.095717, -1.598272, -3.272354], [1.274165, -1.198142, -0.515500], [0.201736, -1.454977, 0.432791], [0.427794, -1.574400, -0.635091], [-0.602778, 0.538954, -1.405016], [-0.708737, 1.970645, -1.284832], [-1.062998, 1.209949, -0.920685], [1.869903, 2.305970, -1.183073], [0.951559, 1.463825, -1.848087], [1.188426, 2.346209, -1.852865]], "forces_ev_per_a": [[2.433, -2.060, -0.251], [-0.967, 2.561, 2.366], [0.380, 1.949, -2.022], [-1.669, 2.039, 0.006], [-0.182, -0.088, -0.122], [-0.262, -1.555, -0.627], [-0.045, -1.028, 0.221], [0.172, -2.005, 0.259], [0.302, -0.810, 0.036], [0.046, 0.337, -0.370], [-0.187, 0.437, 0.671], [-1.000, 0.212, -0.249], [-0.427, 0.518, -0.196], [1.385, -0.564, 0.122], [1.946, 0.671, -0.510], [0.282, -0.276, -3.741], [-1.999, -0.160, 4.591], [-0.018, -1.330, -0.257], [0.891, 2.836, -0.877], [-1.580, -1.864, 1.522], [0.385, 0.483, 0.472], [-0.862, -2.845, -0.471], [0.976, 2.541, -0.573]], "orbital_gap_ev": 10.498, "e_homo_ev": -10.327, "e_tot_ev": -15054.311, "smiles": "NCO.O.O.O.O.O", "relative_energy_kcal_mol": 53.4}

=====

{"formula": "CH16NO6", "method": "ωB97M-V/def2-TZVPD", "symbols": ["C", "N", "H", "H", "H", "H", "H", "H", "O", "H", "H", "O", "H", "H", "O", "H", "H", "O", "H", "H", "O", "H", "H", "O"], "xyz": [[-1.542370, -1.071650, 1.914912], [-0.322383, -0.796459, 2.112807], [-1.947700, -1.498792, 0.987943], [-2.409740, -1.082664, 2.567082], [-0.101867, -0.435951, 3.040159], [0.434339, -0.851488, 1.433218], [2.974811, 2.663601, -0.382888], [3.240929, 1.165395, -0.566552], [2.811438, 1.800508, 0.044348], [1.041221, -1.702536, -2.692764], [0.194888, -0.902990, -1.705087], [1.112369, -0.992151, -2.038107], [-2.656181, 1.683937, 0.703115], [-1.053533, 1.707087, 0.492740], [-1.840713, 1.129836, 0.739588], [2.107266, -2.741648, 0.212411], [1.822990, -1.533510, -0.582959], [1.808445, -1.823960, 0.376065], [0.902978, 2.636594, 0.037056], [-0.294985, 3.740851, -0.361682], [-0.037701, 2.906929, 0.030514], [-2.729726, -0.908207, -1.993941], [-1.653878, -1.814832, -2.572405], [-1.860897, -1.277903, -1.795572]], "forces_ev_per_a": [[-1.369, -1.658, -1.720], [-0.714, 0.542, 1.507], [1.141, 0.292, -0.326], [0.801, 0.723, 1.250], [0.445, -0.072, -0.076], [0.089, -0.543, -0.274], [0.338, -0.416, 0.304], [-0.280, 0.422, 0.487], [-0.239, 0.243, -0.867], [0.271, 0.094, -0.162], [0.182, 0.159, -0.340], [-0.617, -0.217, 0.364], [0.430, -0.051, -0.007], [-0.032, 0.764, -0.194], [-0.486, 0.206, -0.234], [-0.066, 0.071, 0.896], [-0.132, 0.571, 0.481], [0.132, -0.457, -1.294], [0.032, 0.619, -0.343], [0.597, 0.498, -0.311], [-0.556, -1.752, 0.818], [0.015, 0.035, -0.046], [-0.229, -0.057, 0.038], [0.246, -0.017, 0.049]], "orbital_gap_ev": [10.758, 3.073], "s_squared": 0.76, "multiplicity": 2, "e_homo_ev": [-18.637, -17.776], "charge": 2, "e_tot_ev": -15050.559, "relative_energy_kcal_mol": 29.7}

=====

{"formula": "CH16O7", "method": "ωB97M-V/def2-TZVPD", "symbols": ["C", "O", "H", "H", "H", "H", "O", "H", "H", "O", "H", "H", "O", "H", "H", "O", "H", "H", "O", "H", "H", "O", "H", "H"], "xyz": [[0.995693, -2.188757, 0.803878], [2.094713, -2.042157, 1.610808], [0.902733, -1.639407, -0.132962], [0.969263, -3.209507, 0.422458], [0.033273, -1.976577, 1.269528], [2.230463, -2.896637, 2.026798], [-2.718577, -0.962937, -1.773562], [-2.139617, -1.725167, -1.767672], [-3.547297, -1.293707, -2.120052], [-1.079627, 0.549993, 1.975138], [-1.727847, 1.236903, 2.130668], [-1.416167, -0.209637, 2.450468], [-0.702857, 0.743353, -0.782412], [-1.377647, 0.099423, -0.997452], [-0.733487, 0.813553, 0.171718], [-0.890137, 2.463343, -3.178282], [0.002843, 2.715423, -3.413382], [-0.789487, 1.932283, -2.388302], [2.011333, 2.228663, -1.145822], [1.266363, 1.741083, -0.794372], [2.407763, 2.645553, -0.380792], [1.619743, 0.649153, 1.984798], [0.697163, 0.575613, 2.229068], [1.891393, -0.249847, 1.799748]], "forces_ev_per_a": [[-2.111, -1.391, -1.838], [1.039, 0.371, 0.424], [1.129, 0.840, 0.228], [-0.317, -0.334, 0.146], [-0.061, -0.087, 0.611], [0.269, 0.224, 0.205], [0.091, -0.040, 0.181], [0.166, -0.305, -0.113], [-0.266, 0.087, -0.104], [-0.330, -0.020, 0.159], [-0.190, 0.382, 0.090], [-0.111, -0.333, 0.102], [0.507, 0.226, -0.360], [-0.454, -0.022, -0.261], [0.061, -0.057, 0.387], [-0.283, 0.195, -0.450], [0.241, 0.073, 0.015], [0.053, -0.232, 0.498], [0.160, 0.191, -0.369], [-0.284, -0.320, 0.095], [0.109, 0.019, 0.216], [0.335, 0.563, -0.035], [-0.171, 0.184, 0.036], [0.418, -0.214, 0.138]], "orbital_gap_ev": 10.136, "e_homo_ev": -10.241, "e_tot_ev": -15628.623, "smiles": "CO.O.O.O.O.O.O", "relative_energy_kcal_mol": 22.9}